No. 1
Here is a 2-piece molecular cluster, C6H11ClSi overall from the OMol25 dataset. Energies are from ωB97M-V/def2-TZVPD.

XYZ file:
```
19
Properties=species:S:1:pos:R:3
C -2.4628 -0.8893 -0.2110
C -3.5578 -0.4250 -0.2540
C 0.3651 -0.0193 -1.8284
C -0.1837 1.4183 0.7433
C 2.4464 -0.1117 0.5387
C -0.1078 -1.6271 0.9062
Si 0.6227 -0.0737 0.0307
Cl -4.9941 0.3743 -0.5501
H -0.6475 -0.3073 -2.1314
H 0.4695 1.1034 -2.1805
H 1.0207 -0.7004 -2.4823
H -1.1707 1.7242 0.8141
H 0.1093 1.4968 1.7576
H 0.2607 2.4086 0.3479
H 2.5594 0.2040 1.5836
H 2.8559 -1.1663 0.3562
H 3.2129 0.5962 0.1205
H -0.1850 -2.7032 0.6379
H -0.6133 -1.3026 1.8010
```

The value obtained for the molecular weight is 146.69 g/mol. For the energy relative to the best compared isomer or geometry (same formula, charge and spin), the calculation gives 148.0 kcal per mole. The calculation puts the total energy at -984.66259 a.u. The calculation puts the lowest unoccupied orbital energy (spin up / spin down) at -1.848 / -2.037 eV. The HOMO energy (spin up / spin down) is -9.11 / -9.06 eV. As for the gap between HOMO and LUMO (spin up / spin down): 7.3 / 7.0 eV.

Here are the Mulliken charges for atoms 1 to 4, given in e: -0.6677 0.3706 -0.9315 -1.1874

No. 2
Here is C6H11CoN5P as an isolated structure from the OMol25 dataset. Energies are from ωB97M-V/def2-TZVPD.

XYZ file:
```
24
Properties=species:S:1:pos:R:3
C -0.5062 0.3526 -2.3838
C -1.2493 1.4154 -1.8489
C -0.3651 2.4777 -1.4750
C 0.9785 2.1085 -1.8068
C 0.9876 0.8157 -2.3515
Co 0.7956 -1.3679 1.7822
P -0.0567 -2.9956 0.6769
H -0.8433 -0.6111 -2.7484
H -2.3320 1.4250 -1.7380
H -0.6654 3.4169 -1.0124
H 1.8235 0.2116 -2.6865
H 1.8610 2.7258 -1.6489
H 0.9101 -3.7078 -0.0992
H -1.0499 -2.6850 -0.3021
H -0.6545 -4.0640 1.4118
N 1.1119 0.0165 5.4644
N 0.6385 0.3958 4.2203
N 0.8224 1.6997 3.8201
C 0.8268 1.5983 2.4968
N 0.8146 0.3264 2.0464
N 0.8090 -0.4605 3.2265
H 0.8376 -0.9373 5.6557
H 0.7981 0.6815 6.1568
H 0.8744 2.4332 1.8158
```

The value obtained for the molecular weight is 243.10 g/mol. For the energy relative to the best compared isomer or geometry (same formula, charge and spin), the calculation gives 0.0 kcal per mole. The calculation puts the total energy at -2232.78505 a.u. The calculation puts the lowest unoccupied orbital energy (spin up / spin down) at 0.589 / -1.513 eV. The expectation value of S² is 6.05. The HOMO energy (spin up / spin down) is -5.34 / -7.81 eV. As for the gap between HOMO and LUMO (spin up / spin down): 5.9 / 6.3 eV. As for the spin multiplicity: 5.

Here are the Mulliken charges for atoms 1 to 4, given in e: -0.3793 -0.4938 -0.3018 -0.5145

No. 3
Here is a 2-piece molecular cluster, C6H11FO overall from the OMol25 dataset. Energies are from ωB97M-V/def2-TZVPD.

XYZ file:
```
19
Properties=species:S:1:pos:R:3
C 0.2820 0.1768 -2.5109
C 0.7266 1.3370 -1.9552
C -1.5871 -0.7375 1.4244
C 1.8606 0.0999 0.0280
C -1.1232 0.8072 1.4391
C 1.5265 1.3128 -0.6894
O -0.8059 1.3765 0.2869
F 1.9931 2.4299 -0.1895
H -0.4265 0.0792 -3.2941
H 0.7903 -0.7127 -2.1868
H 0.1451 2.2964 -1.9981
H -1.6921 -1.0797 2.4591
H -2.4341 -0.8226 0.6885
H -0.7585 -1.3765 0.9331
H 1.3971 -0.9038 -0.2687
H 2.8509 -0.1220 -0.0434
H 1.4941 0.4716 1.1164
H -0.2551 0.8241 2.0336
H -2.0697 1.2047 1.8542
```

The value obtained for the molecular weight is 118.15 g/mol. For the energy relative to the best compared isomer or geometry (same formula, charge and spin), the calculation gives 128.8 kcal per mole. The calculation puts the total energy at -410.10976 a.u. The calculation puts the lowest unoccupied orbital energy (spin up / spin down) at -1.398 / -1.402 eV. The HOMO energy (spin up / spin down) is -7.62 / -7.62 eV. As for the gap between HOMO and LUMO (spin up / spin down): 6.2 / 6.2 eV.

Here are the Mulliken charges for atoms 1 to 4, given in e: -0.5717 -0.0907 -0.8565 -0.9535

No. 4
Here is C6H11IN2 as an isolated structure from the OMol25 dataset. Energies are from ωB97M-V/def2-TZVPD.

XYZ file:
```
20
Properties=species:S:1:pos:R:3
I 3.3424 -1.4062 -1.9651
C -1.2649 1.7223 2.0698
C -1.2663 0.2323 1.8327
N -0.3713 -0.2307 0.7825
C 0.7229 -1.0828 0.8420
C 1.2671 -1.2083 -0.4762
N 0.4092 -0.4602 -1.2870
C -0.6034 0.1484 -0.5277
C 0.7411 -0.3656 -2.6922
H -0.3617 2.2025 2.4465
H -1.9787 1.9456 2.8627
H -1.6105 2.2099 1.1583
H -2.2511 -0.0938 1.4979
H -1.0364 -0.4302 2.6671
H 1.0949 -1.4176 1.7991
H 2.1183 -1.6433 -0.9788
H -1.4633 0.7248 -0.8356
H 0.3816 0.5831 -3.0907
H 0.3218 -1.2075 -3.2431
H 1.8083 -0.2227 -2.8620
```

The value obtained for the molecular weight is 238.07 g/mol. For the energy relative to the best compared isomer or geometry (same formula, charge and spin), the calculation gives 100.0 kcal per mole. The calculation puts the total energy at -642.25917 a.u. The calculation puts the lowest unoccupied orbital energy at 0.179 eV. The HOMO energy is -6.35 eV. As for the gap between HOMO and LUMO: 6.5 eV.

Here are the Mulliken charges for atoms 1 to 4, given in e: -0.6240 -1.0103 -0.5819 0.1886

Q: What is the formula in the first record?
A: C6H11ClSi